Entry from OMol25: a structure of composition C3H6BaO3 at a distorted geometry (ωB97M-V/def2-TZVPD).

Last column: Mulliken charge in e.
CARTESIAN COORDINATES (ANGSTROEM)
O  -3.048  0.082  -1.165  -0.941
Ba  -2.075  -1.095  0.519  1.628
C  0.998  0.359  1.830  -0.688
O  0.236  -0.058  0.690  -0.363
C  0.878  0.123  -0.564  0.039
C  0.164  -0.797  -1.520  -0.180
O  -0.153  -0.783  -2.650  -0.280
H  0.495  -0.039  2.716  0.255
H  2.016  -0.041  1.754  0.311
H  1.015  1.456  1.871  0.299
H  1.939  -0.166  -0.508  0.355
H  0.776  1.163  -0.915  0.310
H  -3.242  -0.202  -2.058  0.255

- net charge = +1
- relative energy (zero: lowest compared OMol25 entry of this formula, charge and spin) (kcal per mole) = 0.00
- HOMO energy (spin up / spin down) (eV) = -12.33 / -13.20
- spin multiplicity = 2
- maximum force (hartree/bohr) = 0.0280
- frontier orbital gap (spin up / spin down) (eV) = 8.372 / 8.582

***

Entry from OMol25: a structure of composition C3H6Br2N3 at a distorted geometry (ωB97M-V/def2-TZVPD).

Last column: Mulliken charge in e.
CARTESIAN COORDINATES (ANGSTROEM)
C  -1.197  0.167  -0.522  0.326
C  0.407  -1.607  0.183  0.062
C  0.256  2.138  0.620  -0.553
N  -0.990  -1.118  -0.050  -0.193
N  1.281  -0.991  -0.507  -0.462
N  -0.819  1.434  -0.278  -0.197
Br  -2.043  -2.511  -0.799  0.145
Br  2.980  -1.994  -0.331  0.012
H  -2.192  0.225  -1.136  0.256
H  1.030  1.075  0.880  0.207
H  0.376  -2.430  0.864  0.524
H  -0.129  2.466  1.564  0.314
H  0.620  2.966  0.002  0.294
H  -1.435  1.990  -0.840  0.267

- net charge = +1
- relative energy (zero: lowest compared OMol25 entry of this formula, charge and spin) (kcal per mole) = 57.43
- HOMO energy (eV) = -13.97
- maximum force (hartree/bohr) = 0.1048
- frontier orbital gap (eV) = 8.907

***

Entry from OMol25: a structure of composition C3H6Br3Ca2O4 at a distorted geometry (ωB97M-V/def2-TZVPD).

Last column: Mulliken charge in e.
CARTESIAN COORDINATES (ANGSTROEM)
Ca  3.894  -1.195  1.218  1.530
Ca  3.491  1.425  -1.269  1.617
O  1.613  2.464  -1.364  -0.954
H  0.924  2.655  -2.010  0.201
O  4.294  0.961  0.744  -0.924
H  4.947  1.424  1.285  0.196
C  -0.038  -0.391  -0.158  -0.761
C  1.366  -0.665  0.266  1.269
O  2.325  -0.624  -0.618  -1.005
O  1.621  -0.961  1.463  -0.895
H  -0.774  -0.960  0.399  0.100
H  -0.154  -0.612  -1.222  0.302
H  -0.233  0.682  -0.078  0.323
C  -4.726  -0.953  0.255  -0.304
Br  -5.963  0.416  0.738  0.011
Br  -3.379  -1.208  1.597  -0.034
Br  -3.932  -0.581  -1.420  -0.026
H  -5.275  -1.876  0.173  0.353

- net charge = +1
- HOMO energy (eV) = -11.89
- maximum force (hartree/bohr) = 0.0458
- frontier orbital gap (eV) = 7.059

***

Entry from OMol25: a structure of composition C3H6Br3OP at a distorted geometry (ωB97M-V/def2-TZVPD).

Last column: Mulliken charge in e.
CARTESIAN COORDINATES (ANGSTROEM)
C  -0.942  -1.210  0.655  -1.315
C  1.599  0.954  1.240  -0.797
C  -0.006  -0.638  -0.363  0.148
O  -1.155  -0.411  -2.873  -0.540
P  -0.792  0.378  -1.670  0.796
Br  1.063  -1.924  -1.153  0.002
Br  -2.442  1.613  -0.735  -0.167
Br  0.937  1.830  -1.994  -0.186
H  -0.981  -0.314  1.284  0.346
H  -0.422  -2.072  1.091  0.376
H  -1.870  -1.393  0.246  0.443
H  2.693  0.922  0.927  0.294
H  1.085  1.919  1.161  0.338
H  1.232  0.346  2.183  0.261

- relative energy (zero: lowest compared OMol25 entry of this formula, charge and spin) (kcal per mole) = 89.11
- HOMO energy (spin up / spin down) (eV) = -9.03 / -9.30
- maximum force (hartree/bohr) = 0.0684
- frontier orbital gap (spin up / spin down) (eV) = 8.353 / 8.154

***

Entry from OMol25: a cluster of 2 separate species, C3H6BrClN2O in total at a distorted geometry (ωB97M-V/def2-TZVPD).

Last column: Mulliken charge in e.
CARTESIAN COORDINATES (ANGSTROEM)
C  0.666  -0.459  -0.447  0.578
C  -1.185  1.042  -0.280  -0.599
C  -0.813  1.801  1.869  -0.283
N  1.113  -1.686  -0.145  -0.437
N  -0.716  -0.221  -0.213  -0.197
O  1.242  0.334  -1.092  -0.519
Cl  0.635  2.721  1.788  -0.131
Br  -0.710  0.104  2.761  -0.164
H  -2.203  1.075  -0.469  0.310
H  -0.699  1.847  -0.747  0.379
H  -1.507  2.463  2.439  0.346
H  0.772  -2.113  0.812  0.247
H  2.035  -1.993  -0.221  0.261
H  -0.974  -0.898  0.423  0.209

- relative energy (zero: lowest compared OMol25 entry of this formula, charge and spin) (kcal per mole) = 57.28
- HOMO energy (eV) = -8.38
- maximum force (hartree/bohr) = 0.1165
- frontier orbital gap (eV) = 8.759

***

Entry from OMol25: a cluster of 2 separate species, C3H6BrI in total at a distorted geometry (ωB97M-V/def2-TZVPD).

Last column: Mulliken charge in e.
CARTESIAN COORDINATES (ANGSTROEM)
C  -0.890  1.500  0.367  -0.636
C  0.608  -0.894  0.459  -0.745
C  -0.023  -0.369  -0.749  -0.632
Br  1.446  -2.755  -0.003  -0.198
I  1.310  0.224  -2.280  0.102
H  -1.308  0.716  0.980  0.258
H  0.203  1.794  0.556  0.247
H  -1.612  2.149  -0.163  0.276
H  1.409  -0.276  0.818  0.451
H  -0.175  -1.244  1.100  0.445
H  -0.968  -0.845  -1.085  0.432

- relative energy (zero: lowest compared OMol25 entry of this formula, charge and spin) (kcal per mole) = 77.89
- HOMO energy (spin up / spin down) (eV) = -8.59 / -8.59
- maximum force (hartree/bohr) = 0.0752
- frontier orbital gap (spin up / spin down) (eV) = 8.168 / 8.168

***

Entry from OMol25: a structure of composition C3H6BrIO at a distorted geometry (ωB97M-V/def2-TZVPD).

Last column: Mulliken charge in e.
CARTESIAN COORDINATES (ANGSTROEM)
C  -1.450  0.418  -0.008  -0.546
C  -0.351  -0.364  -0.676  -0.172
C  1.615  0.436  0.135  -0.572
O  -0.323  -1.668  -0.535  -0.448
Br  1.209  2.077  1.032  -0.147
I  2.280  -1.147  1.339  0.061
H  -1.964  -0.438  0.738  0.235
H  -0.979  1.306  0.593  0.103
H  -2.279  0.745  -0.728  0.254
H  0.143  0.034  -1.531  0.546
H  2.385  0.590  -0.684  0.396
H  -0.286  -1.987  0.325  0.290

- relative energy (zero: lowest compared OMol25 entry of this formula, charge and spin) (kcal per mole) = 62.68
- HOMO energy (eV) = -8.32
- maximum force (hartree/bohr) = 0.0688
- frontier orbital gap (eV) = 8.680

***

Entry from OMol25: the ion C3H6BrN2O with charge +1 at a distorted geometry (ωB97M-V/def2-TZVPD).

Last column: Mulliken charge in e.
CARTESIAN COORDINATES (ANGSTROEM)
C  -0.386  0.454  -0.697  -0.590
C  -2.528  1.174  0.445  0.412
C  1.693  0.055  0.359  -0.723
N  -0.084  -1.469  0.465  -0.710
N  0.402  -0.324  0.141  0.657
O  -1.394  1.392  0.203  -0.111
Br  -3.528  -0.309  -0.009  0.098
H  -1.182  -0.223  -1.287  0.395
H  0.190  1.128  -1.526  0.323
H  1.919  1.108  0.288  0.332
H  2.083  -0.435  -0.574  0.404
H  2.284  -0.426  1.263  0.251
H  0.533  -2.124  0.929  0.261

- net charge = +1
- relative energy (zero: lowest compared OMol25 entry of this formula, charge and spin) (kcal per mole) = 107.91
- HOMO energy (spin up / spin down) (eV) = -13.98 / -12.70
- maximum force (hartree/bohr) = 0.1143
- frontier orbital gap (spin up / spin down) (eV) = 8.922 / 5.951

***

Entry from OMol25: the ion C3H6BrN2O with charge +1 at a distorted geometry (ωB97M-V/def2-TZVPD).

Last column: Mulliken charge in e.
CARTESIAN COORDINATES (ANGSTROEM)
C  -0.971  0.441  -0.794  0.557
C  0.398  -0.170  -1.149  -0.465
C  0.046  -0.426  1.156  -0.424
N  -1.107  0.181  0.552  -0.177
N  1.144  0.077  0.150  -0.271
O  -1.779  0.845  -1.575  -0.474
Br  -2.553  0.883  1.530  0.133
H  0.192  -1.328  -1.310  0.271
H  0.964  0.257  -1.900  0.411
H  0.295  -0.048  2.062  0.437
H  0.099  -1.519  0.886  0.340
H  1.997  -0.364  0.134  0.257
H  1.275  1.171  0.257  0.405

- net charge = +1
- relative energy (zero: lowest compared OMol25 entry of this formula, charge and spin) (kcal per mole) = 0.67
- HOMO energy (eV) = -14.14
- SMILES = O=C1C[NH2+]CN1Br
- maximum force (hartree/bohr) = 0.0930
- frontier orbital gap (eV) = 9.875

***

Entry from OMol25: a cluster of 2 separate species, C3H6BrN3O in total at a distorted geometry (ωB97M-V/def2-TZVPD).

Last column: Mulliken charge in e.
CARTESIAN COORDINATES (ANGSTROEM)
C  1.710  -0.641  2.928  -0.751
C  1.678  0.359  2.030  0.501
C  -1.957  -0.404  -2.935  -0.567
N  -0.433  0.486  0.032  -0.751
N  -0.810  0.285  -1.027  0.980
N  -1.103  0.478  -2.189  -0.572
O  0.932  1.439  2.066  -0.540
Br  2.828  0.230  0.484  -0.206
H  2.498  -1.381  3.068  0.252
H  1.053  -0.757  3.680  0.318
H  -2.201  0.234  -3.825  0.279
H  -1.517  -1.436  -3.209  0.245
H  -2.981  -0.356  -2.439  0.271
H  0.303  1.462  1.337  0.540

- relative energy (zero: lowest compared OMol25 entry of this formula, charge and spin) (kcal per mole) = 23.01
- HOMO energy (eV) = -8.95
- maximum force (hartree/bohr) = 0.0691
- frontier orbital gap (eV) = 9.040

***

What did the seventh record say?
Entry from OMol25: a structure of composition C3H6BrIO at a distorted geometry (ωB97M-V/def2-TZVPD).

Last column: Mulliken charge in e.
CARTESIAN COORDINATES (ANGSTROEM)
C  -1.450  0.418  -0.008  -0.546
C  -0.351  -0.364  -0.676  -0.172
C  1.615  0.436  0.135  -0.572
O  -0.323  -1.668  -0.535  -0.448
Br  1.209  2.077  1.032  -0.147
I  2.280  -1.147  1.339  0.061
H  -1.964  -0.438  0.738  0.235
H  -0.979  1.306  0.593  0.103
H  -2.279  0.745  -0.728  0.254
H  0.143  0.034  -1.531  0.546
H  2.385  0.590  -0.684  0.396
H  -0.286  -1.987  0.325  0.290

- relative energy (zero: lowest compared OMol25 entry of this formula, charge and spin) (kcal per mole) = 62.68
- HOMO energy (eV) = -8.32
- maximum force (hartree/bohr) = 0.0688
- frontier orbital gap (eV) = 8.680

***

Q: The lowest maximum force belongs to which entry?
A: C3H6BaO3

***

Q: maximum force of number 9 (C3H6BrN2O)?
A: 0.0930 hartree/bohr

***

Q: Which of these has the highest maximum force?
A: C3H6BrClN2O